[1]
Formula: C24H40B2FIN3O6PPb
Source: OMol25
Level of theory: wB97M-V/def2-TZVPD

Summary:
LUMO in eV: -9.6
Charge: +2

```
79
Properties=species:S:1:pos:R:3:forces:R:3:lowdin_charge:R:1
C 2.330571 -3.611188 0.091163 -1.725 3.161 -0.065 0.027
C 1.452888 -2.411550 0.400551 2.556 -2.302 0.124 -0.107
C 0.224230 -1.865371 -0.534161 1.185 -1.666 -0.484 -0.294
C 0.506307 -2.438735 -2.043257 2.013 0.357 -0.848 -0.092
C -0.157434 -1.556107 -3.270422 -6.504 2.410 0.732 -0.615
O -1.347690 -0.969686 -3.291635 7.854 -4.071 0.528 -0.080
I 1.066557 -1.282929 -5.117177 -0.544 -0.264 1.240 0.782
O 0.018326 -0.457723 -0.636582 1.694 0.388 0.556 -0.113
C 1.091346 0.488338 -0.541433 -0.897 2.300 -1.783 -0.440
C 2.407768 0.295718 -1.473786 1.415 -1.264 -0.527 -0.157
C 3.654155 1.330306 -1.262123 1.187 0.159 0.023 -0.207
C 3.459392 2.845162 -1.833637 0.227 -0.435 -1.463 -0.216
C 4.908044 3.642678 -2.076404 -1.649 0.207 -0.324 -0.161
C 5.006590 4.807025 -0.924818 1.284 -0.545 -2.958 -0.278
P 1.635192 0.937510 1.275001 0.896 -0.857 -0.621 0.888
N 2.263137 2.410461 1.437590 -0.452 2.540 1.501 -0.373
C 0.314760 1.879467 -1.085251 -2.333 3.720 -1.527 -0.048
C 0.253600 2.281548 -2.708376 -1.916 2.505 3.299 0.016
C -0.554798 3.646272 -3.128384 0.391 -1.278 2.492 -0.073
N -1.301852 4.587992 -2.223707 3.218 -5.192 2.278 -0.005
C -1.271133 4.199263 -0.771148 1.487 -1.956 -1.161 -0.078
C -0.516060 2.907397 -0.095795 0.412 0.468 -4.514 -0.013
C -1.186133 -2.448901 0.179360 1.529 -2.060 0.971 -0.201
C -0.840784 -3.693448 1.264078 -1.239 -0.523 0.823 -0.128
C -2.249209 -4.394279 1.842366 0.882 -0.456 0.881 -0.085
O -1.629154 -1.434637 1.066822 -0.948 0.656 -0.778 -0.067
C -2.756895 -0.620916 0.903380 -1.955 2.163 0.278 -0.286
F -2.910294 0.059246 -0.441841 0.735 -1.924 2.332 -0.045
C -4.251906 -1.201770 1.265671 -0.738 0.131 -0.428 -0.036
C -4.685005 -1.119348 2.837939 -6.517 1.681 0.799 -0.101
O -5.967542 -0.760547 3.113573 8.078 -2.158 -1.745 -0.056
B -2.602348 0.694590 1.941681 -1.274 2.279 -1.110 -0.300
O -3.197684 1.999125 1.466909 -0.114 -3.528 1.345 0.014
C -1.951605 0.759993 3.414101 0.300 0.326 1.315 -0.169
C -1.245755 -0.539404 4.056763 1.789 0.200 0.538 -0.146
B -2.204515 -3.189816 -0.851428 -0.791 -2.131 -2.401 -0.422
N -3.465540 -2.668356 -1.506348 0.362 -1.426 0.172 0.117
O -1.838440 -4.583609 -1.301386 -1.596 1.789 1.920 0.009
H 2.432054 -4.535321 0.822583 0.620 2.693 -1.089 0.100
H 2.961069 -3.570920 -0.911515 -2.274 -0.970 1.689 0.084
H 1.686086 -1.926228 1.466395 -1.783 -1.646 -1.860 0.093
H 0.398826 -3.605933 -2.172675 -0.380 2.427 0.167 0.157
H 1.678311 -2.273488 -2.231624 -2.600 -0.352 0.357 0.089
H 2.905676 -0.772570 -1.271402 -1.284 2.265 -0.177 0.128
H 2.189242 0.278831 -2.647881 -0.003 0.135 2.702 0.087
H 4.556621 0.864213 -1.893752 -2.052 0.981 1.277 0.143
H 4.087807 1.362874 -0.150209 -1.166 -0.137 -2.236 0.104
H 2.695569 3.509536 -1.202664 1.419 -1.392 -1.178 0.072
H 2.996161 2.739969 -2.927898 0.766 0.298 2.556 0.131
H 4.816058 4.203817 -3.124296 0.430 -1.063 2.417 0.154
H 5.823417 2.914600 -2.125528 -1.670 1.602 0.442 0.146
H 4.025026 5.462101 -1.025670 1.606 -0.793 -0.777 0.027
H 5.001583 4.268170 0.114155 2.157 -0.604 -2.274 -0.067
H 5.942344 5.481775 -1.124005 -1.714 -1.074 1.037 0.154
H 2.693977 -0.004139 1.665484 -1.235 0.455 -0.416 0.044
H 0.533868 0.803671 2.186248 0.504 -0.319 -0.631 0.028
H 1.647237 2.890836 2.158949 0.982 -0.639 -1.192 -0.017
H 0.754967 1.641418 -3.547644 -1.143 1.289 1.810 0.061
H -0.545103 3.921420 -4.290127 -0.188 -0.592 2.937 0.121
H -1.859974 4.911165 -0.014763 1.366 -1.728 -2.039 0.120
H -0.593365 2.744995 1.058647 0.016 0.360 -2.489 0.065
H -0.352519 -3.269388 2.265816 -0.655 -0.727 -2.580 0.127
H -0.247852 -4.566735 0.774527 -0.882 1.896 0.930 0.119
H -1.968024 -4.818806 2.922538 -0.695 0.910 -2.364 0.102
H -2.568831 -5.340317 1.215181 0.456 2.199 1.145 0.094
H -3.105367 -3.619902 2.019291 1.535 -1.522 -0.542 0.068
H -5.020584 -0.510720 0.668036 1.683 -1.586 1.441 0.167
H -4.462312 -2.294139 0.905311 0.560 2.005 0.668 0.123
H -4.022952 -1.383294 3.766266 -0.922 0.376 -1.917 0.129
H -4.127113 1.838959 1.130009 1.692 0.263 0.007 0.123
H -2.798794 1.121044 4.174779 1.723 -0.565 -1.735 0.150
H -1.153108 1.647592 3.424838 -1.666 -1.609 0.007 0.109
H -1.941510 -1.410961 4.408678 1.236 1.744 -0.932 0.083
H -0.635677 -0.179639 5.018284 -1.458 -0.875 -1.953 0.098
H -0.406233 -0.961285 3.320169 -1.999 0.646 1.521 0.061
H -3.258969 -2.641507 -2.544263 -0.300 0.226 1.435 0.098
H -4.194926 -3.436314 -1.423692 0.976 1.162 -0.251 0.098
H -2.677691 -5.147153 -1.289309 1.708 1.216 -0.496 0.125
Pb 3.653919 5.138002 0.994884 -3.664 -0.360 3.177 1.643
```
Forces are in eV/Å.

=====

[2]
Formula: C2H8NO4
Source: OMol25
Level of theory: wB97M-V/def2-TZVPD

Summary:
LUMO (alpha / beta) in eV: 0.5 / -4.0
2S+1: 2
ΔE to the lowest compared entry with this formula, charge and spin in kJ/mol: 205.06
Expectation value of S²: 0.757

```
15
Properties=species:S:1:pos:R:3:forces:R:3:nbo_charge:R:1
O 1.803035 2.344782 -1.264784 -0.505 -0.711 0.791 -0.530
C 1.025602 1.424008 -1.254061 -0.952 0.621 -2.579 0.505
N -0.399670 1.562309 -1.015253 1.783 -2.940 -1.006 -0.622
C -0.974810 0.206848 -0.568129 -2.954 3.477 -6.259 0.040
O -0.384925 -0.109204 0.455348 1.391 -2.146 4.111 -0.379
H 1.285179 0.451000 -1.870834 -0.587 1.108 1.666 0.125
H -0.705105 2.329248 -0.475232 -0.052 1.138 0.690 0.394
H -0.977607 -0.486362 -1.539648 0.048 0.848 1.882 0.204
H -2.113910 0.461460 -0.413072 1.297 -0.657 0.063 0.285
H -1.570755 -2.305907 2.192089 0.547 -0.060 -2.196 0.475
H -1.064567 -1.663062 0.789973 -0.039 -0.715 1.005 0.468
O -1.400180 -2.478235 1.212880 -0.617 0.164 1.505 -0.960
H 1.074212 -0.376777 1.320016 1.001 -0.688 0.855 0.472
H 2.485291 -0.562642 0.812470 -0.768 -0.661 1.869 0.457
O 1.918207 -0.797470 1.618242 0.406 1.222 -2.397 -0.935
```
Forces are in eV/Å.

=====

[3]
Formula: C24H18Br2N8O3STi
Source: OMol25
Level of theory: wB97M-V/def2-TZVPD

Summary:
LUMO (alpha / beta) in eV: -0.4 / -0.3
2S+1: 3
ΔE to the lowest compared entry with this formula, charge and spin in kJ/mol: 97.60
Expectation value of S²: 2.017

```
57
Properties=species:S:1:pos:R:3:forces:R:3:nbo_charge:R:1
Ti 0.416140 0.051229 0.087365 0.170 -1.064 0.125 1.269
O 1.416123 -1.913046 -2.680471 0.004 -0.207 -0.110 -0.569
C 1.676950 -0.890525 -2.084966 0.521 0.362 0.198 0.621
N 2.225748 -0.838058 -0.806834 -0.369 0.285 -0.126 -0.773
C 3.143814 0.093623 -0.425213 -0.100 -0.233 0.608 0.631
O 4.019514 0.621780 -1.083737 -0.040 0.092 -0.181 -0.607
C 3.056565 0.418710 1.089275 0.507 -0.282 -0.392 0.128
C 4.156909 0.954958 1.735889 -0.175 -0.043 0.188 -0.209
C 4.068387 1.161201 3.106735 0.093 0.027 -0.121 -0.156
C 2.892092 0.851250 3.772764 -0.268 -0.089 -0.041 -0.248
C 1.814359 0.363959 3.043949 0.399 0.041 -0.071 0.047
N 1.913687 0.145685 1.731876 -0.211 0.214 -0.415 -0.505
C 1.229035 0.458428 -2.628277 0.242 -0.079 -0.046 0.142
C 1.162915 0.761044 -3.979975 -0.058 0.067 0.211 -0.200
C 0.783866 2.047360 -4.325344 0.020 -0.071 -0.083 -0.144
C 0.458319 2.966783 -3.336065 -0.061 0.075 0.200 -0.243
C 0.500757 2.567963 -2.011085 0.069 -0.218 -0.399 0.072
N 0.889211 1.335066 -1.682577 -0.078 0.146 0.474 -0.501
H 5.040595 1.183245 1.159133 0.028 0.002 0.001 0.252
H 4.915456 1.559236 3.648793 0.008 0.012 0.041 0.223
H 2.787835 0.992663 4.838598 0.051 0.033 0.034 0.228
H 0.848468 0.145273 3.482446 -0.018 -0.008 0.075 0.232
H 1.406422 0.007869 -4.713588 0.028 -0.027 -0.007 0.245
H 0.740395 2.336516 -5.366842 -0.006 0.014 -0.015 0.224
H 0.158150 3.974499 -3.583569 -0.010 0.015 -0.035 0.228
H 0.213598 3.214542 -1.191338 0.015 0.071 -0.059 0.210
C 1.164342 -5.109512 1.152960 0.071 -0.092 -0.046 -0.667
C 0.324584 -4.273076 2.035993 0.002 -0.138 0.062 0.353
N -0.077172 -4.591239 3.222683 0.174 -0.391 0.071 -0.262
N -0.815303 -3.528208 3.637883 -0.009 0.375 -0.283 -0.378
C -0.881746 -2.528598 2.735787 -0.199 0.154 0.026 0.220
S -1.694618 -1.081320 2.819175 0.102 0.017 0.077 -0.222
N -0.138471 -3.026844 1.696806 -0.148 0.269 0.252 -0.235
N 0.088170 -2.312861 0.524944 0.176 -0.162 -0.183 -0.628
H 1.390258 -6.036466 1.672750 -0.010 -0.015 -0.016 0.256
H 2.103248 -4.614158 0.902261 0.006 0.040 -0.002 0.238
H 0.643944 -5.337474 0.222470 0.000 -0.004 -0.024 0.241
H -1.283334 -3.522050 4.525377 0.016 -0.062 0.053 0.427
H 0.978238 -2.608657 0.125696 -0.018 0.081 -0.028 0.411
H -0.660321 -2.497591 -0.142881 -0.037 0.062 0.029 0.407
Br -3.818338 -0.741427 -2.545196 0.060 0.007 0.039 0.080
C -3.359999 0.714794 -1.443754 0.085 0.285 0.230 -0.185
C -4.193941 1.837617 -1.403809 0.117 0.219 0.199 -0.205
C -3.865599 2.914261 -0.617657 -0.272 -0.050 -0.217 -0.133
Br -5.031432 4.413668 -0.622732 0.008 0.014 0.018 0.043
C -2.696249 2.932019 0.174617 -0.114 0.042 -0.023 -0.038
C -2.285868 4.008293 0.994600 0.391 -0.421 0.067 -0.149
C -1.113116 3.870908 1.697009 -0.343 0.578 0.128 -0.261
C -0.349967 2.713297 1.600539 0.090 -1.136 -0.511 0.036
N -0.690285 1.670607 0.832938 -0.703 1.478 0.203 -0.495
C -1.874914 1.785553 0.127401 0.191 0.245 0.425 0.062
C -2.197789 0.670631 -0.686193 0.126 -1.166 -0.595 0.386
O -1.372018 -0.350790 -0.707653 -0.478 0.441 -0.021 -0.802
H -5.096306 1.852706 -1.997337 -0.019 0.018 -0.012 0.240
H -2.887717 4.900925 1.060050 -0.012 0.056 0.011 0.235
H -0.760698 4.665646 2.340952 -0.020 0.015 -0.007 0.226
H 0.579906 2.601838 2.144686 0.005 0.107 0.019 0.204
```
Forces are in eV/Å.

=====

[4]
Formula: C4H12N4
Source: OMol25
Level of theory: wB97M-V/def2-TZVPD

Summary:
LUMO in eV: -0.1
ΔE to the lowest compared entry with this formula, charge and spin in kJ/mol: 363.61

```
20
Properties=species:S:1:pos:R:3:forces:R:3:nbo_charge:R:1
C 0.127838 -0.148054 -2.423179 0.167 0.292 0.152 -0.447
N -0.227413 -1.088935 -1.365116 0.637 -1.385 0.071 -0.249
N 0.721893 -1.942211 -1.115743 -0.707 0.825 -0.346 -0.458
H -0.492757 -0.410086 -0.320460 0.285 0.848 1.143 0.270
H 1.613596 -0.983459 0.368608 -0.038 0.126 0.101 0.388
H 0.319979 -2.660641 -0.504051 -0.033 0.147 0.013 0.316
H -0.525355 0.721127 -2.354436 0.020 -0.034 -0.002 0.208
H -0.038257 -0.642682 -3.380978 0.014 -0.009 0.095 0.221
H 1.174802 0.166716 -2.360516 -0.040 -0.060 -0.025 0.196
C 0.535284 1.610566 0.452577 -0.167 -0.079 -0.021 -0.630
C 0.070201 0.241563 0.881829 -0.260 -0.470 -1.589 -0.036
C -1.135721 0.163147 1.709952 -0.295 0.125 0.382 0.111
N 1.099239 -0.644729 1.204514 0.127 -0.221 0.050 -0.777
N -1.989404 1.105443 1.768663 0.254 -0.085 0.041 -0.628
H 0.787225 -1.463799 1.714086 -0.041 0.068 0.056 0.363
H -2.758937 0.887143 2.398777 0.059 -0.133 -0.108 0.341
H -1.239796 -0.776096 2.274216 -0.080 0.036 -0.045 0.145
H 1.291934 1.529347 -0.328478 0.085 -0.001 0.043 0.208
H 0.963802 2.138726 1.307494 0.047 0.008 -0.048 0.222
H -0.298153 2.196914 0.072240 -0.031 0.003 0.036 0.234
```
Forces are in eV/Å.